# 1
Here is a gas-phase ion, C3H10N3 (charge +1) in a non-equilibrium geometry from the OMol25 dataset. Energies are from ωB97M-V/def2-TZVPD.

For the LUMO energy, the calculation gives -3.93 eV. The energy relative to the best compared isomer or geometry (same formula, charge and spin) comes out at 95.23 kcal/mol. The calculated total energy comes out at -284.22422 Eh. Its SMILES is CN1N[C@]1(C)[NH3+]. The total charge is +1.

Atoms and positions in Å:
N (-0.643, -1.213, 0.572)
N (-0.993, 0.188, 0.626)
N (1.504, -0.161, -0.418)
C (-0.775, 1.026, 1.759)
C (-0.102, -0.298, -0.359)
C (-0.483, -0.331, -1.812)
H (-0.267, 0.624, -2.286)
H (-0.837, 2.060, 1.418)
H (0.164, 0.856, 2.303)
H (0.060, -1.121, -2.328)
H (-1.617, 0.844, 2.430)
H (-1.545, -0.531, -1.908)
H (1.878, -1.045, -0.779)
H (1.754, 0.610, -1.047)
H (1.923, 0.021, 0.508)
H (-0.019, -1.529, 1.319)

Mulliken analysis output, partial charges in e: N -0.566; N -0.066; N -0.318; C -0.801; C 0.757; C -1.489; H 0.373; H 0.344; H 0.312; H 0.390; H 0.301; H 0.358; H 0.376; H 0.362; H 0.365; H 0.302

---

# 2
Here is 12 unconnected molecules or ions with the total composition C3H31N2O11 in a non-equilibrium geometry from the OMol25 dataset. Energies are from ωB97M-V/def2-TZVPD.

For the LUMO energy (alpha / beta), the calculation gives -6.40 / -10.25 eV. The energy relative to the best compared isomer or geometry (same formula, charge and spin) comes out at 0.00 kcal/mol. As for the spin multiplicity: 2. The calculated total energy comes out at -1069.44985 Eh. The total charge is +2.

Atoms and positions in Å:
O (-2.893, -2.490, 0.537)
O (1.566, 1.188, 2.395)
O (-2.070, 2.892, 0.175)
O (-1.374, 1.214, 2.139)
O (-1.623, -1.614, -3.118)
O (2.466, -2.158, -0.242)
O (-0.142, -2.497, 0.712)
O (0.547, -1.608, 3.015)
O (0.917, -2.424, -2.602)
O (2.000, 3.323, 0.334)
O (-3.671, 0.032, 1.970)
N (-0.050, 2.741, -1.618)
N (2.669, 0.265, -1.816)
C (-0.221, 0.383, -0.698)
C (1.879, 1.360, -1.888)
C (0.586, 1.362, -1.493)
H (2.352, 2.251, -2.325)
H (0.099, -2.405, 3.343)
H (0.409, -1.821, 1.151)
H (1.188, 1.250, 3.284)
H (1.441, -1.821, 3.345)
H (2.501, 0.977, 2.475)
H (0.657, -3.125, -3.210)
H (-3.485, -0.691, 1.342)
H (-3.026, 2.919, 0.052)
H (0.207, 0.583, 0.310)
H (-1.299, 0.481, -0.726)
H (2.468, 3.927, 0.930)
H (1.740, 2.639, 0.972)
H (-1.862, 2.658, 1.106)
H (-3.683, -0.414, 2.836)
H (2.352, -0.449, -1.132)
H (0.676, 3.440, -1.260)
H (-0.718, 0.512, 2.234)
H (0.436, -2.774, -0.005)
H (0.609, -1.560, -2.878)
H (-2.292, -1.932, -3.731)
H (-1.934, -1.716, -2.213)
H (-3.265, -3.319, 0.861)
H (2.116, -2.492, -1.086)
H (0.126, -0.610, -1.021)
H (-1.930, -2.614, 0.658)
H (-0.424, 2.779, -2.585)
H (3.687, 0.359, -1.825)
H (-0.863, 2.661, -0.933)
H (3.373, -2.373, -0.003)
H (-2.242, 0.712, 2.234)

Mulliken analysis output, partial charges in e: O -0.655; O -0.617; O -0.651; O -0.644; O -0.592; O -0.658; O -0.721; O -0.551; O -0.574; O -0.598; O -0.711; N 0.044; N -0.102; C -0.446; C -0.169; C 0.138; H 0.403; H 0.265; H 0.379; H 0.315; H 0.292; H 0.275; H 0.303; H 0.385; H 0.308; H 0.051; H 0.700; H 0.324; H 0.326; H 0.289; H 0.342; H 0.088; H 0.483; H 0.122; H 0.269; H 0.253; H 0.285; H 0.313; H 0.333; H 0.334; H -0.054; H 0.449; H 0.437; H 0.362; H 0.171; H 0.250; H 0.455

---

# 3
Here is a molecular structure, C5H8N2 from the OMol25 dataset. Energies are from ωB97M-V/def2-TZVPD.

For the LUMO energy, the calculation gives 0.40 eV. The energy relative to the best compared isomer or geometry (same formula, charge and spin) comes out at 113.08 kcal/mol. The calculated total energy comes out at -304.65528 Eh.

Atoms and positions in Å:
N (0.300, -0.809, -1.166)
N (0.508, -1.732, -0.151)
C (-0.600, 0.127, 0.640)
C (0.000, -1.163, 0.906)
C (-1.218, 1.066, 1.629)
C (1.861, -0.332, -2.023)
C (-0.425, 0.287, -0.694)
H (2.467, -0.370, -1.119)
H (-0.697, 1.086, -1.372)
H (-2.011, 0.569, 2.201)
H (0.173, -1.184, -2.101)
H (1.711, 0.751, -2.089)
H (-0.474, 1.435, 2.346)
H (-1.656, 1.934, 1.127)
H (0.061, -1.666, 1.866)

Mulliken analysis output, partial charges in e: N 0.154; N -0.779; C 0.602; C -0.207; C -1.173; C -0.630; C -0.526; H 0.185; H 0.421; H 0.307; H 0.487; H 0.124; H 0.276; H 0.316; H 0.442

---

# 4
Here is a molecular structure, C22H42Cl3GaN2O3SSi in a non-equilibrium geometry from the OMol25 dataset. Energies are from ωB97M-V/def2-TZVPD.

For the LUMO energy, the calculation gives 0.34 eV. The energy relative to the best compared isomer or geometry (same formula, charge and spin) comes out at 82.56 kcal/mol. The calculated total energy comes out at -5191.84670 Eh.

Atoms and positions in Å:
Ga (-3.483, 2.896, -3.319)
Cl (-3.354, 2.215, -5.370)
Cl (-4.102, 1.737, -1.579)
Cl (-3.249, 4.712, 0.976)
S (2.318, 0.258, 0.388)
Si (-1.962, 5.713, -0.342)
O (-0.800, 1.647, 0.992)
O (-4.262, 4.442, -2.821)
O (-1.523, 2.934, -2.522)
N (0.764, 2.999, -3.011)
N (-1.274, 1.416, 3.216)
C (-7.203, 6.216, -1.509)
C (-5.402, 5.205, -2.971)
C (-6.409, 5.152, -1.784)
C (1.488, 3.283, -1.761)
C (-1.084, 0.679, 4.451)
C (1.534, 3.092, -4.245)
C (-4.987, 6.583, -3.412)
C (-0.534, 1.179, 2.107)
C (-6.633, 3.899, -1.019)
C (-4.640, 8.984, -3.162)
C (-4.490, 6.638, -4.720)
C (1.247, -1.141, 0.113)
C (-0.512, 2.697, -3.237)
C (-2.620, 7.508, -0.266)
C (-2.406, 2.317, 3.130)
C (-8.374, 6.195, -0.562)
C (-0.394, 4.976, 0.408)
C (-4.238, 9.040, -4.510)
C (-4.164, 7.870, -5.283)
C (-1.601, 5.788, -2.277)
C (-4.953, 7.713, -2.605)
C (3.556, -0.524, 1.393)
H (-4.115, 10.034, -4.980)
H (-8.062, 5.844, 0.436)
H (-1.942, 6.716, -2.723)
H (-2.771, 8.007, -1.244)
H (-3.885, 7.903, -6.347)
H (-0.331, 3.875, 0.362)
H (-4.745, 9.902, -2.556)
H (-9.153, 5.504, -0.943)
H (-0.007, 0.533, 4.624)
H (1.473, -1.600, -0.854)
H (-2.927, 2.325, 4.087)
H (-5.970, 4.804, -3.824)
H (0.349, 0.518, 2.285)
H (4.488, -0.624, 0.832)
H (-4.352, 5.707, -5.258)
H (1.163, 3.920, -4.867)
H (1.395, 2.476, -1.017)
H (1.392, -1.871, 0.912)
H (-8.770, 7.223, -0.467)
H (-1.912, 8.135, 0.312)
H (-3.080, 1.968, 2.339)
H (-0.541, 5.799, -2.512)
H (-5.135, 7.661, -1.517)
H (-5.853, 3.175, -1.214)
H (-2.050, 3.328, 2.904)
H (-6.624, 4.124, 0.048)
H (-0.392, 5.127, 1.485)
H (-0.665, 2.232, -4.228)
H (-7.098, 7.179, -2.027)
H (-1.532, 1.266, 5.267)
H (3.224, -1.501, 1.734)
H (-7.600, 3.445, -1.268)
H (2.587, 3.236, -4.014)
H (0.224, -0.766, 0.114)
H (0.563, 5.386, 0.076)
H (1.390, 2.165, -4.809)
H (2.548, 3.368, -2.040)
H (-1.983, 4.985, -2.942)
H (-1.585, -0.306, 4.411)
H (1.182, 4.228, -1.301)
H (-3.578, 7.524, 0.294)
H (3.727, 0.127, 2.249)

Mulliken analysis output, partial charges in e: Ga 0.317; Cl -0.394; Cl -0.447; Cl -0.375; S 0.084; Si 0.942; O -0.445; O -0.099; O -0.224; N 0.242; N 0.223; C -0.290; C -0.568; C 0.835; C -0.100; C -0.976; C -1.014; C 0.521; C 0.205; C -0.839; C -1.279; C -0.530; C -0.869; C 0.019; C -1.124; C -0.684; C -1.361; C -0.990; C -0.409; C -0.743; C -0.765; C 0.081; C -0.909; H 0.357; H 0.264; H 0.489; H 0.245; H 0.381; H -0.071; H 0.355; H 0.274; H 0.325; H 0.320; H 0.365; H 0.511; H -0.071; H 0.301; H 0.420; H 0.333; H -0.102; H 0.340; H 0.361; H 0.390; H 0.297; H 0.521; H 1.031; H -0.447; H 0.067; H 0.339; H 0.424; H 0.239; H 0.448; H 0.335; H 0.276; H 0.355; H 0.305; H 0.230; H 0.521; H 0.382; H 0.381; H -0.248; H 0.313; H -0.124; H 0.238; H 0.295

---

# 5
Here is a molecular structure, C17H54Fe2O21P in a non-equilibrium geometry from the OMol25 dataset. Energies are from ωB97M-V/def2-TZVPD.

For the LUMO energy (alpha / beta), the calculation gives -2.99 / -3.55 eV. As for the spin multiplicity: 9. The calculated total energy comes out at -5128.75259 Eh. The total charge is +1.

Atoms and positions in Å:
Fe (0.017, -0.890, -2.098)
Fe (-1.892, 1.206, 0.350)
P (0.501, 0.239, 0.221)
O (2.805, -2.708, 0.424)
O (-0.217, -0.540, 3.821)
O (-4.407, -2.653, 1.227)
O (-2.946, -2.287, -3.867)
O (0.933, -2.731, -2.957)
O (1.657, 0.029, -3.115)
O (-3.440, -0.296, 0.332)
O (1.498, 1.433, 0.274)
O (2.102, 3.681, 1.303)
O (-1.007, 3.261, 0.488)
O (-0.525, 0.180, 1.376)
O (-3.193, 2.055, 1.854)
O (-3.141, 2.029, -1.078)
O (6.510, 1.534, -1.539)
O (-0.564, 0.521, -0.832)
O (1.008, 3.311, -1.659)
O (1.003, -1.048, -0.451)
O (-1.532, -2.343, 1.487)
O (3.142, 1.035, 2.179)
O (-1.580, -2.193, -1.246)
O (3.566, 0.967, -1.387)
C (2.194, -2.304, -3.392)
C (4.598, 0.221, -0.851)
C (2.984, 3.416, 2.403)
C (-3.953, 0.990, -1.622)
C (0.456, 3.027, -2.956)
C (-2.345, -3.224, -1.722)
C (-2.420, -3.386, -3.227)
C (2.711, 2.062, 3.026)
C (-2.776, 3.375, 2.204)
C (5.854, 0.277, -1.753)
C (-2.441, -2.556, 2.564)
C (2.478, -2.756, 1.783)
C (2.193, -0.914, -3.967)
C (-3.591, -3.348, 2.090)
C (-0.572, 0.369, 4.822)
C (-4.546, 0.047, -0.527)
C (-1.276, 3.539, 1.867)
H (6.031, 2.145, -2.105)
H (-0.238, 3.819, -3.240)
H (3.204, -0.658, -4.282)
H (-5.346, 0.480, 0.074)
H (2.456, 1.004, 1.508)
H (-1.000, -1.548, 1.571)
H (0.037, 2.021, -2.933)
H (3.059, 4.316, 3.013)
H (2.853, 1.061, -0.751)
H (-5.081, -3.202, 0.820)
H (-3.158, 2.756, -1.705)
H (3.968, 3.268, 1.957)
H (1.670, 1.951, 3.330)
H (4.879, 0.626, 0.121)
H (-0.084, 0.141, 5.770)
H (1.658, -0.908, -4.917)
H (-3.290, -4.311, 1.679)
H (2.654, -2.946, -4.143)
H (-1.660, 0.357, 4.884)
H (-0.163, 1.321, 4.482)
H (1.035, 2.457, -1.221)
H (-1.433, -3.589, -3.642)
H (-3.378, 0.378, -2.317)
H (-0.694, 2.917, 2.547)
H (-4.180, -3.534, 2.988)
H (4.226, -0.778, -0.623)
H (-5.133, -0.772, -0.944)
H (1.350, 2.991, -3.580)
H (-2.956, 3.631, 3.248)
H (-2.795, -1.646, 3.049)
H (2.422, 0.558, -2.877)
H (-2.964, -4.278, -3.537)
H (6.538, -0.552, -1.568)
H (-0.061, 3.386, 0.385)
H (-4.005, 1.838, 2.318)
H (-3.380, 4.069, 1.619)
H (-1.041, 4.562, 2.161)
H (2.865, -2.485, -2.552)
H (-2.236, -1.641, -3.871)
H (-2.004, -4.172, -1.306)
H (3.233, 1.959, 3.977)
H (-4.690, 1.458, -2.275)
H (1.006, -3.683, -3.058)
H (-0.342, -0.169, 2.945)
H (2.219, -2.065, 0.019)
H (-2.066, -3.084, 3.440)
H (5.564, 0.075, -2.784)
H (2.538, -1.774, 2.253)
H (-3.307, -2.973, -1.274)
H (-1.524, -2.315, -0.295)
H (2.052, 2.816, 0.889)
H (1.505, -3.219, 1.943)
H (-3.684, -1.186, 0.595)
H (3.024, -3.497, 2.368)

Mulliken analysis output, partial charges in e: Fe 0.129; Fe 0.608; P 2.227; O -0.682; O -0.533; O -0.506; O -0.566; O -0.386; O -0.265; O 0.103; O -1.002; O -0.588; O -0.659; O 0.275; O -0.271; O -0.402; O -0.532; O -0.094; O -0.397; O -0.543; O -0.699; O -0.631; O 0.546; O -0.608; C -0.619; C 0.335; C -0.380; C -0.682; C -0.291; C -0.012; C -0.855; C -0.061; C -0.815; C -0.840; C -0.428; C -0.486; C -0.687; C -0.628; C -0.507; C -0.511; C -0.110; H 0.318; H 0.345; H 0.484; H 0.351; H 0.155; H -0.187; H -0.224; H 0.442; H 0.411; H 0.285; H 0.347; H 0.265; H -0.402; H 0.211; H 0.285; H 0.444; H 0.330; H 0.597; H 0.169; H 0.119; H -0.021; H 0.186; H 0.076; H -0.081; H 0.433; H 0.129; H 0.518; H 0.240; H 0.537; H 0.113; H 0.161; H 0.464; H 0.410; H 0.334; H 0.232; H 0.343; H 0.611; H 0.252; H 0.281; H 0.386; H 0.464; H 0.647; H 0.335; H 0.148; H 0.273; H 0.516; H 0.231; H 0.188; H 0.137; H 0.134; H 0.229; H 0.068; H -0.059; H 0.390

---

# 6
Here is 2 unconnected molecules or ions with the total composition C6H10 from the OMol25 dataset. Energies are from ωB97M-V/def2-TZVPD.

For the LUMO energy, the calculation gives -0.29 eV. The energy relative to the best compared isomer or geometry (same formula, charge and spin) comes out at 79.66 kcal/mol. The calculated total energy comes out at -234.47557 Eh.

Atoms and positions in Å:
C (2.519, -0.592, 0.446)
C (-1.368, 1.177, 0.471)
C (-0.425, 1.542, -0.431)
C (-0.927, -0.674, -0.901)
C (-0.049, 0.465, -1.334)
C (-1.787, -0.245, 0.303)
H (3.254, 0.135, 0.802)
H (-0.295, -1.547, -0.690)
H (0.017, 2.535, -0.472)
H (3.009, -1.557, 0.290)
H (-1.533, -0.973, -1.768)
H (1.730, -0.703, 1.196)
H (2.086, -0.240, -0.497)
H (-2.869, -0.324, 0.130)
H (-1.576, -0.824, 1.212)
H (-1.786, 1.825, 1.242)

Mulliken analysis output, partial charges in e: C -0.900; C -0.246; C -0.277; C -0.181; C -0.781; C -0.570; H 0.294; H 0.278; H 0.417; H 0.265; H 0.387; H 0.180; H 0.171; H 0.302; H 0.261; H 0.399

---

# 7
Here is 2 unconnected molecules or ions with the total composition C10H16 in a non-equilibrium geometry from the OMol25 dataset. Energies are from ωB97M-V/def2-TZVPD.

For the LUMO energy, the calculation gives 0.92 eV. The energy relative to the best compared isomer or geometry (same formula, charge and spin) comes out at 19.41 kcal/mol. The calculated total energy comes out at -390.60495 Eh. Its SMILES is Cc1ccccc1.CCC.

Atoms and positions in Å:
C (1.143, -0.568, 3.120)
C (1.199, 0.969, 3.153)
C (-1.478, -1.376, -2.804)
C (-2.778, -1.233, -2.390)
C (-2.234, 0.812, -1.286)
C (0.933, -0.838, -2.613)
C (2.442, 1.540, 2.475)
C (-0.861, 0.590, -1.505)
C (-0.520, -0.502, -2.300)
C (-3.185, -0.141, -1.641)
H (1.044, -1.896, -2.347)
H (0.265, 1.272, 2.669)
H (2.264, 1.817, 1.436)
H (1.650, -0.244, -2.055)
H (3.268, 0.861, 2.651)
H (-0.117, 1.323, -1.231)
H (2.004, -0.901, 3.703)
H (1.124, 1.309, 4.189)
H (-2.463, 1.613, -0.600)
H (1.241, -0.908, 2.084)
H (-1.120, -2.099, -3.525)
H (0.177, -0.943, 3.451)
H (2.550, 2.549, 2.893)
H (-4.231, -0.122, -1.377)
H (1.196, -0.859, -3.673)
H (-3.514, -2.026, -2.476)

Mulliken analysis output, partial charges in e: C -1.110; C -0.238; C -0.516; C -0.325; C -0.498; C -1.459; C -0.934; C -0.611; C 1.048; C -0.481; H 0.346; H 0.253; H 0.212; H 0.343; H 0.307; H 0.388; H 0.334; H 0.290; H 0.338; H 0.257; H 0.377; H 0.329; H 0.300; H 0.373; H 0.350; H 0.326

---

# 8
Here is a molecular structure, C3CrFO3 in a non-equilibrium geometry from the OMol25 dataset. Energies are from ωB97M-V/def2-TZVPD.

For the LUMO energy (alpha / beta), the calculation gives -1.23 / -0.96 eV. As for the spin multiplicity: 6. The calculated total energy comes out at -1484.22247 Eh.

Atoms and positions in Å:
Cr (2.191, 1.436, 0.006)
F (-3.532, 0.420, 0.061)
O (0.437, -1.988, 0.023)
O (2.227, -0.583, 0.033)
O (0.244, 0.377, -0.076)
C (-1.055, 0.370, -0.010)
C (1.043, -0.960, -0.015)
C (-2.251, 0.393, 0.032)

Mulliken analysis output, partial charges in e: Cr 0.773; F -0.292; O -0.477; O -0.762; O -0.488; C -0.460; C 0.787; C 0.919